91
Properties=species:S:1:pos:R:3 method="wB97M-V/def2-TZVPD" max_force_ev_per_a=0.89 gap_ev="7.1 / 8.5" e_tot_ev=-123835.041 total_charge=+1 multiplicity=5 s_squared=6.08
Mn 0.103 0.031 1.111
S -1.064 3.587 -3.291
P -0.579 -2.212 1.915
F 0.484 2.970 2.776
F -0.857 3.643 4.329
F 0.729 2.245 4.804
O -2.275 3.700 -2.510
O 2.954 4.890 -2.256
O -0.276 2.381 -3.151
O 3.439 -0.909 2.988
O -1.889 1.059 4.501
O 3.970 2.987 -2.141
O 1.533 0.011 2.283
O -1.095 0.920 2.412
N 1.823 -1.070 -0.112
N -1.641 -0.301 0.029
N 0.709 1.802 0.039
N 3.059 3.736 -1.873
N 0.776 3.818 -0.849
N -2.227 -1.900 1.626
C 1.111 -2.856 5.510
C 0.144 -2.406 6.402
C 0.055 2.956 -0.104
C -3.918 -1.030 0.148
C 2.984 -2.437 -1.734
C 3.047 -2.935 -3.057
C 1.914 1.944 -0.587
C -0.014 4.975 -2.891
C -0.247 -3.832 1.197
C 2.125 -2.549 -3.985
C 1.960 3.172 -1.150
C 2.605 -0.738 2.139
C -1.271 3.293 0.473
C 3.931 -2.778 -0.741
C 0.088 -5.148 -0.794
C 1.941 -1.551 -1.383
C -1.980 0.470 -1.029
C -0.098 -3.917 -0.188
C -0.033 -6.222 1.358
C 0.855 -2.836 4.152
C 0.247 5.067 -1.394
C 1.008 -1.150 -2.366
C -0.177 2.578 3.884
C -1.149 1.395 3.609
C -1.336 -1.901 4.576
C -0.375 -2.363 3.684
C -1.072 -1.931 5.938
C -2.594 -1.066 0.599
C 3.827 -2.238 0.507
C 0.125 -6.300 -0.019
C 1.101 -1.638 -3.637
C -1.442 3.815 -5.012
C -4.244 -0.217 -0.909
C 2.743 -1.384 0.773
C -0.219 -4.992 1.970
C -3.251 0.543 -1.529
C -2.471 4.904 -5.265
H -3.415 4.662 -4.783
H 2.181 -2.926 -4.997
H 4.536 -2.434 1.299
H -5.267 -0.177 -1.261
H 0.205 -5.207 -1.868
H -0.682 5.269 -0.868
H 0.945 5.877 -1.198
H -2.137 5.873 -4.895
H -1.789 2.828 -5.326
H 0.274 -7.262 -0.490
H -3.460 1.193 -2.367
H -1.814 -1.558 6.630
H 4.741 -3.452 -0.991
H 3.845 -3.618 -3.320
H -1.983 3.554 -0.311
H -0.525 5.881 -3.217
H 2.676 1.188 -0.600
H -1.183 1.051 -1.474
H -4.662 -1.643 0.637
H -0.336 -4.936 3.044
H 1.615 -3.181 3.459
H -1.646 2.449 1.043
H 0.349 -2.415 7.464
H -1.172 4.134 1.162
H -0.140 -3.021 -0.796
H 0.391 -1.320 -4.388
H -2.949 -2.509 1.985
H 2.066 -3.209 5.872
H -0.011 -7.122 1.958
H 0.236 -0.442 -2.096
H -2.638 5.001 -6.336
H 0.907 4.859 -3.458
H -2.264 -1.478 4.221
H -0.488 4.001 -5.510